Density functional theory data (ωB97M-V/def2-TZVPD) for C3H7N3S2 as an isolated structure.

The geometry in XYZ format:
```
15
Properties=species:S:1:pos:R:3:forces:R:3
S 3.12438 -0.78890 -0.45023 -2.01 2.94 1.45
S -1.04092 -1.39834 0.43463 0.71 2.75 -1.45
N -3.28081 -0.52647 -0.50847 -5.81 4.52 3.12
N -1.85494 1.20934 -0.12625 2.27 2.89 1.98
N 0.43317 -0.42313 -0.10501 -0.84 -2.56 1.04
C 2.68437 1.04601 0.24124 0.64 0.21 3.99
C 1.40799 -1.23356 -0.07271 1.45 0.12 -0.86
C -2.16140 0.03631 -0.20536 3.40 -3.26 1.70
H -3.37038 -1.14259 -1.18359 -0.38 -3.80 -3.75
H 3.66571 1.55565 1.00419 -2.77 -1.61 -3.11
H 1.35938 -2.27662 0.19010 -0.25 -0.47 -0.02
H 2.25466 1.78506 -0.58125 0.97 -1.80 2.02
H 1.84918 0.72664 1.24993 2.51 1.45 -3.68
H -0.97697 1.25443 0.49905 -1.50 0.38 -1.66
H -4.09343 0.17618 -0.38625 1.61 -1.74 -0.77
```
Forces are in eV/Å.

## Properties
ΔE to the lowest compared entry with this formula, charge and spin   458.2 kJ/mol
Lowest unoccupied orbital energy   0.4025 eV
Kohn-Sham gap   9.1 eV

***

Density functional theory data (ωB97M-V/def2-TZVPD) for a 5-piece molecular cluster, C28H44F9NO12S overall.

The geometry in XYZ format:
```
95
Properties=species:S:1:pos:R:3:forces:R:3
S -1.25452 -0.18657 -0.86037 -5.57 1.15 0.11
F 0.08027 -2.68611 0.58770 1.11 0.48 -0.80
F 2.00460 -2.16990 -2.36447 -0.99 0.62 1.28
F 3.61354 -2.75448 -0.03987 -1.45 0.37 0.79
F 2.36819 -2.41150 1.81668 0.38 0.04 -1.57
F 2.50076 -4.37409 0.88955 -0.14 1.55 -0.26
F -0.74169 -2.26719 -2.45039 0.52 1.38 1.04
F 0.22896 -0.37867 -3.03182 -0.37 -0.65 1.43
F 2.03899 -0.58674 -0.85235 -1.51 -0.96 -0.14
F 0.95907 -3.95499 -0.97468 0.20 1.45 0.71
O 1.16168 8.45201 3.14162 0.11 0.19 -0.25
O 0.98095 -5.40961 5.47817 -0.22 0.19 -0.21
O 2.21422 -4.69504 -5.63050 0.00 0.27 -0.22
O -0.64944 -3.10556 4.66503 0.13 -0.07 0.19
O 2.26505 4.34349 1.24692 0.14 -0.25 0.17
O 3.53803 9.40524 1.69804 -0.16 -0.04 0.29
O -1.87310 0.83346 -1.70438 2.51 -0.42 0.53
O -6.07697 0.66209 -1.67271 -0.10 -0.26 -0.27
O 1.43885 2.47626 5.28196 -0.01 -0.12 -0.21
O 3.20068 -3.28737 -8.01437 0.06 -0.19 0.26
O -7.47261 -1.63206 -2.86541 0.06 0.18 0.27
O -2.30723 -1.09966 -0.40870 2.54 -0.09 0.33
N 2.52861 3.16230 3.28945 0.37 0.40 -0.12
C -0.49353 0.58854 0.58990 1.93 0.99 2.28
C 1.44342 -4.35815 4.64055 0.09 0.03 0.42
C 1.65742 -4.83450 -6.93246 0.28 -0.31 0.12
C 4.43901 -3.16881 -7.33130 0.01 0.10 -0.09
C -6.98846 0.75573 -2.75866 -0.14 0.09 0.44
C 1.15228 -2.78879 -0.25347 -0.39 -1.47 -0.42
C 1.52699 2.45844 4.10158 -0.15 -0.79 -2.51
C 1.26416 -1.63581 -1.31767 1.51 -0.26 -0.92
C -7.26513 -2.29585 -1.62805 -0.09 -0.11 -0.09
C -0.79537 0.04324 1.92511 0.63 0.55 -0.55
C -4.86528 0.00490 -2.02685 -0.05 0.10 0.05
C 0.74350 -3.04138 4.95225 -0.07 -0.10 -0.43
C -0.00165 -6.21980 4.84872 0.12 -0.14 0.05
C 0.70728 1.68703 3.01741 -1.69 -0.93 -1.62
C 2.70164 -4.61940 -8.01849 -0.30 0.29 -0.11
C 3.32103 8.05140 2.08210 -0.10 0.07 -0.42
C 1.98172 -3.41134 -5.07019 -0.05 -0.15 0.06
C 0.40741 1.74919 0.46632 -0.51 -0.80 1.47
C -8.04449 -0.33917 -2.70517 0.17 -0.08 -0.40
C -0.09718 -1.16768 -1.95286 1.20 -0.28 -1.52
C -0.21733 0.56997 3.15714 0.80 1.38 -2.05
C 3.76750 10.25901 2.80848 0.14 0.02 -0.12
C 2.45667 -3.02474 0.60763 0.51 -1.96 0.96
C 0.49245 9.59190 2.62581 -0.07 -0.04 0.11
C 0.98170 2.25910 1.68624 -0.85 -0.89 1.12
C 1.98061 3.43114 1.95224 -1.21 -1.61 0.00
C 1.83941 7.70991 2.13295 0.12 -0.13 0.42
C -1.43623 -3.35953 5.82059 -0.12 0.06 -0.04
H 3.59955 11.28732 2.48551 0.06 -0.07 -0.06
H -1.50251 -0.81861 1.96217 0.73 0.79 0.03
H 3.52044 -5.34011 -7.92227 -0.04 0.01 0.09
H 1.36812 7.86316 1.15644 0.08 0.07 0.00
H 0.96110 -3.36726 -4.67415 0.02 0.13 0.03
H 1.73649 6.65267 2.39074 0.03 0.01 -0.04
H -1.56629 -2.43506 6.38972 -0.03 0.00 0.11
H -4.37148 -0.31520 -1.11294 -0.09 0.11 -0.02
H -5.03695 -0.87420 -2.65368 -0.09 0.03 0.02
H -6.86566 -1.62951 -0.86068 0.00 0.05 -0.06
H 5.25260 -3.50277 -7.98087 0.11 -0.03 0.04
H 3.79743 7.42413 1.32286 -0.03 -0.03 0.03
H 0.91244 -2.74465 5.99269 -0.01 -0.10 0.00
H 2.22810 -4.77975 -8.99183 0.00 -0.03 0.01
H 1.27926 -5.85852 -7.00979 -0.01 0.01 -0.03
H -0.45467 9.28970 2.17046 -0.06 0.07 -0.08
H 1.09244 10.12682 1.88582 0.03 -0.06 0.02
H 1.32690 -4.62477 3.58458 -0.08 0.06 0.02
H 3.09737 10.04443 3.64365 -0.01 -0.06 -0.04
H -0.99171 -4.11966 6.46665 0.05 0.02 -0.07
H 2.51359 -4.24045 4.83713 0.00 0.04 -0.03
H 4.80583 10.15337 3.14142 -0.03 0.07 0.10
H 2.12202 -2.60795 -5.79683 -0.01 -0.06 -0.05
H -0.72850 -5.63047 4.28568 0.05 0.05 0.01
H 1.16583 -2.26252 4.30875 0.05 0.00 0.01
H -4.21106 0.70102 -2.55483 0.07 -0.04 -0.04
H -0.44694 0.14265 4.15408 0.07 0.25 -0.94
H 0.28318 10.26777 3.45584 -0.01 -0.10 0.02
H -7.48939 1.72526 -2.67270 -0.02 -0.01 -0.04
H 3.22658 2.44154 3.03805 0.23 0.57 0.72
H 0.80837 -4.15550 -7.06441 0.09 0.05 -0.04
H 4.45926 -3.74621 -6.40397 -0.06 -0.01 -0.04
H -8.62005 -0.28373 -1.77497 0.10 0.04 0.02
H -2.41519 -3.71182 5.49429 0.05 0.07 -0.06
H -8.74140 -0.19350 -3.53655 -0.01 0.03 0.02
H 3.80569 7.83934 3.04100 -0.11 0.02 0.02
H 0.48875 -6.92965 4.17419 -0.11 -0.03 -0.04
H -0.53171 -6.77328 5.62469 0.11 0.01 0.00
H 2.68770 -3.26550 -4.25414 -0.03 -0.14 -0.07
H -6.45503 0.73858 -3.71497 -0.03 -0.10 0.01
H -8.21227 -2.72269 -1.27977 0.05 -0.03 0.11
H 0.65151 2.22515 -0.51195 -0.31 -0.53 0.91
H -6.54945 -3.10240 -1.79234 -0.08 0.02 -0.06
H 4.59326 -2.11703 -7.08771 -0.05 -0.02 -0.09
```
Forces are in eV/Å.

## Properties
Lowest unoccupied orbital energy   -1.8565 eV
Kohn-Sham gap   7.1 eV
Structure (SMILES)   O=C1NC(=O)c2cc(S(=O)(=O)C(F)(F)C(F)(F)C(F)(F)C(F)(F)F)ccc21.COCCOC.COCCOC.COCCOC.COCCOC

***

Density functional theory data (ωB97M-V/def2-TZVPD) for one molecule with the formula C5H11N3.

The geometry in XYZ format:
```
19
Properties=species:S:1:pos:R:3:forces:R:3
N 1.59313 1.64985 0.74955 -0.11 -0.35 0.01
N 0.82367 -0.20640 -0.56973 -1.01 0.13 0.40
N -0.65923 1.31146 0.04525 0.68 -0.43 0.72
C -0.58691 -0.63291 -1.13708 1.11 -0.08 -0.16
C -2.44213 -0.28079 0.54636 0.28 0.10 -0.23
C 0.59624 0.89053 0.17841 -0.15 0.66 -0.80
C -1.54160 0.31458 -0.51508 -0.99 0.19 -0.27
C 1.94750 -1.08858 -0.39035 0.06 -0.09 0.24
H 1.89049 -1.88857 -1.12744 -0.04 0.07 0.01
H 2.49756 1.21461 0.83428 -0.06 0.03 -0.01
H -0.76204 -1.69617 -0.90547 -0.09 0.19 0.04
H 2.89534 -0.56934 -0.55939 -0.02 0.00 0.01
H -3.12464 -0.99715 0.08657 0.01 -0.02 0.07
H 1.32625 2.19737 1.55347 0.04 -0.10 -0.05
H -3.06524 0.48924 1.00653 0.00 -0.02 0.05
H -0.98741 2.16859 0.45904 0.09 -0.06 -0.06
H 1.95999 -1.54780 0.60939 0.05 0.00 -0.13
H -0.47116 -0.52784 -2.21848 0.11 -0.14 -0.05
H -1.88984 -0.80069 1.35416 0.04 -0.08 0.20
```
Forces are in eV/Å.

## Properties
ΔE to the lowest compared entry with this formula, charge and spin   262.1 kJ/mol
Lowest unoccupied orbital energy   0.5655 eV
Kohn-Sham gap   5.9 eV

***

Density functional theory data (ωB97M-V/def2-TZVPD) for ClF2Fe2N2O6Pt as an isolated structure.

The geometry in XYZ format:
```
14
Properties=species:S:1:pos:R:3:forces:R:3
Pt -1.22032 -1.38707 2.99399 1.50 -2.01 -1.31
Fe -0.46279 -1.13341 -3.02402 2.63 2.13 2.03
Fe -1.68512 2.24342 1.49441 4.45 -0.45 -0.30
Cl -0.05939 -3.42369 1.82476 -1.15 2.04 1.78
F 0.19260 2.98059 1.01323 -3.52 -0.84 1.01
F -1.66665 0.64824 2.93041 -0.29 1.04 0.10
O -1.25987 -0.78209 0.95005 0.85 -0.89 -0.48
O 1.86795 0.00718 -0.53319 -0.13 -0.24 -0.30
O -0.68581 -1.02067 -1.08638 0.52 -0.52 -0.32
O -1.05700 0.93099 -0.22569 0.97 1.26 -0.64
O 1.32133 0.24351 -2.62574 -2.06 -1.35 -1.92
O 3.32288 0.66702 -1.97176 -0.27 -0.18 -0.37
N -0.83380 -0.25798 -0.07047 -3.93 -0.26 -0.78
N 2.22600 0.28396 -1.66960 0.45 0.28 1.50
```
Forces are in eV/Å.

## Properties
ΔE to the lowest compared entry with this formula, charge and spin   0.0 kJ/mol
⟨S²⟩   30.031
Lowest unoccupied orbital energy (spin up / spin down)   -6.7399 / -6.9787 eV
2S+1   11
Kohn-Sham gap (spin up / spin down)   6.3 / 5.8 eV
Charge   +1

***

Density functional theory data (ωB97M-V/def2-TZVPD) for a 2-piece molecular cluster, C4H12S overall.

The geometry in XYZ format:
```
17
Properties=species:S:1:pos:R:3:forces:R:3
S 0.81587 -1.28447 -1.29506 0.11 0.13 -0.36
C -0.55344 2.58389 0.95235 -0.28 0.02 -0.43
C 0.67920 -1.95135 0.34455 -0.22 -0.03 1.21
C -0.84325 -0.69548 -1.61837 -0.49 0.38 0.35
C -0.58345 2.44991 2.46941 0.73 0.53 -0.29
H -1.52027 2.86396 0.51703 0.04 0.00 0.27
H 0.31984 1.96978 2.81636 0.22 -0.58 0.05
H 0.03417 -1.37511 1.01723 -0.09 0.25 -0.39
H -1.13955 0.10829 -0.93417 0.15 -0.24 0.09
H -0.81911 -0.22971 -2.59457 0.00 -0.11 -0.36
H -0.47500 3.43377 2.92027 -0.61 0.17 0.14
H -1.61741 -1.46655 -1.59372 0.23 -0.05 -0.09
H 0.14077 3.37045 0.65244 0.11 -0.14 -0.02
H -0.25998 1.65925 0.44719 0.10 0.06 0.14
H -1.44153 1.92009 2.85038 -0.28 -0.07 0.15
H 1.66038 -1.86337 0.81613 0.04 -0.34 -0.20
H 0.30949 -2.97846 0.40498 0.24 0.02 -0.26
```
Forces are in eV/Å.

## Properties
ΔE to the lowest compared entry with this formula, charge and spin   19.6 kJ/mol
Lowest unoccupied orbital energy   0.9886 eV
Kohn-Sham gap   9.5 eV
Structure (SMILES)   CSC.CC

***

Density functional theory data (ωB97M-V/def2-TZVPD) for one molecule with the formula C15H17NO2S.

The geometry in XYZ format:
```
36
Properties=species:S:1:pos:R:3:forces:R:3
S -2.27711 2.48257 -0.63575 1.51 -0.18 1.08
O -1.16461 -1.49332 1.89534 5.09 2.56 -2.04
O -1.40685 -1.39133 -1.42840 -0.26 3.09 1.28
N 0.05959 0.51785 1.39072 -10.06 -9.67 1.97
C 1.81469 -0.54785 -1.40978 -7.05 -7.85 9.11
C -3.42832 -0.45338 -0.65853 5.49 -4.64 -1.38
C 2.73840 0.10999 -1.92813 -5.52 -2.47 -7.77
C 1.93533 -0.79335 0.37964 3.22 2.71 -8.39
C 3.92026 0.81740 0.02554 -4.73 -5.94 0.13
C -1.24523 2.48638 1.00991 -2.35 0.19 -2.80
C -3.34874 -2.14420 -0.57356 -6.91 6.30 2.67
C 2.96334 -0.18407 0.92025 3.79 3.83 -1.90
C -2.15894 -0.04382 -1.04996 -4.47 -8.71 0.40
C -2.15612 -2.31946 -0.88815 4.51 -5.96 -2.23
C -0.05809 -0.92824 1.45117 -10.69 3.82 3.87
C -1.43831 1.01171 -1.44719 0.44 7.14 -3.07
C 3.69924 0.59355 -1.30990 11.24 10.28 4.05
C 1.04696 -1.55444 1.07889 1.89 -9.01 -1.75
C -1.12479 1.14839 1.67882 -3.48 6.06 5.80
H 2.53237 0.21544 -2.96330 0.88 0.33 -1.34
H -1.54393 1.38732 -2.55889 0.42 -1.38 1.77
H 0.98839 -1.38216 -1.66697 1.83 2.86 -0.43
H -2.20914 0.86664 1.93527 2.13 -1.80 -1.46
H 0.68793 -2.61377 0.47193 1.13 2.76 1.82
H -0.27229 2.73293 0.81593 2.58 1.11 -1.31
H 0.85618 0.80009 1.17948 8.30 4.29 -2.34
H 1.57687 -1.81400 1.97759 0.04 -0.97 0.76
H -0.43193 1.09664 -1.13555 1.14 -0.39 0.05
H 3.23585 -0.28125 1.94588 0.01 -0.05 0.83
H -1.83941 -3.42431 -0.90720 0.57 1.87 -0.11
H -4.14458 -2.71634 -0.03518 1.22 0.44 -0.91
H -4.12704 0.09046 -0.19528 -2.58 2.10 1.26
H -1.03531 1.62664 2.78407 0.27 -1.04 -1.34
H 4.31134 1.38095 -2.02063 -0.79 -2.12 1.80
H 4.70248 1.29703 0.48902 1.55 1.14 0.67
H -1.65849 3.42332 1.38290 -0.38 -0.71 1.22
```
Forces are in eV/Å.

## Properties
ΔE to the lowest compared entry with this formula, charge and spin   1251.4 kJ/mol
Lowest unoccupied orbital energy   0.2136 eV
Kohn-Sham gap   8.9 eV
Structure (SMILES)   O=C(Cc1ccccc1)NCCSCc1ccco1

***

Density functional theory data (ωB97M-V/def2-TZVPD) for a 2-piece molecular cluster, C6H14O2 overall.

The geometry in XYZ format:
```
22
Properties=species:S:1:pos:R:3:forces:R:3
O 0.82560 -4.89625 -2.20248 2.17 -5.12 3.42
O -0.11649 -2.80625 0.04657 -2.33 -1.28 2.98
C 0.92193 2.82891 1.61981 -2.14 -1.44 2.38
C 0.19581 2.58878 0.27823 -1.82 -3.15 3.88
C -1.13207 1.63847 0.62823 1.23 1.64 -2.58
C -0.03399 -0.46120 -0.31827 0.86 2.13 -0.22
C -1.18443 0.23995 -0.04182 1.98 -0.17 1.01
C 0.14820 -1.82716 -0.95122 -2.30 -0.65 0.63
H 1.19051 2.05084 2.49250 -0.97 0.81 -2.58
H -0.19476 3.48713 -0.03739 -0.76 2.14 -0.63
H -1.96121 2.31310 0.19353 0.69 -1.49 1.17
H 0.95918 0.06510 -0.06913 -1.68 -0.65 -0.42
H 0.61425 -4.28072 -2.77190 -1.61 4.87 -4.93
H 1.78811 3.28997 1.44274 3.81 1.74 -0.79
H -1.11049 1.58261 1.71937 -0.65 -0.07 -0.22
H -2.20650 -0.14709 -0.01157 0.36 -0.37 -0.75
H 0.38374 3.59619 2.18305 -0.36 -0.11 0.02
H 0.42215 -4.61287 -1.40641 -0.61 0.30 1.59
H -0.85681 -2.63961 0.77453 2.27 0.15 -2.86
H -0.55104 -1.96158 -1.80646 0.04 0.25 0.42
H 1.06708 -2.30252 -1.29069 0.80 1.61 -0.21
H 0.83122 2.25420 -0.47121 1.04 -1.13 -1.30
```
Forces are in eV/Å.

## Properties
ΔE to the lowest compared entry with this formula, charge and spin   382.6 kJ/mol
Lowest unoccupied orbital energy   0.7538 eV
Kohn-Sham gap   10.4 eV
Structure (SMILES)   CCC/C=C/CO.O

***

| no. | F_max (hartree/bohr) |
| --- | --- |
| 1 | 0.1555 |
| 2 | 0.1105 |
| 3 | 0.0219 |
| 4 | 0.0871 |
| 5 | 0.0240 |
| 6 | 0.3065 |
| 7 | 0.1383 |